Entry 1:
Here is C4H5NO2 in the gas phase from the OMol25 dataset. Energies are from ωB97M-V/def2-TZVPD.

Net charge ... 0
E_tot ... -9812.477 eV
Multiplicity ... 1
SMILES ... O=C1NC[C@H]2O[C@@H]12
Highest occupied orbital energy ... -9.7489 eV

XYZ file:
```
12
C4H5NO2 | the OMol25 dataset | ωB97M-V/def2-TZVPD
O 1.113 2.013 1.140
C 0.612 1.101 0.538
N 1.328 0.110 -0.180
C 0.453 -1.049 -0.396
C -0.966 -0.563 -0.120
O -1.274 -0.254 1.239
C -0.866 0.801 0.376
H 1.638 0.534 -1.045
H 0.760 -1.850 0.284
H 0.534 -1.420 -1.421
H -1.805 -0.930 -0.704
H -1.539 1.606 0.104
```

natural (NBO) population analysis, charges in e, atoms 1 to 5:
1. O -0.509
2. C 0.660
3. N -0.649
4. C -0.257
5. C 0.036

---

Entry 2:
Here is a gas-phase ion, C6H6N (charge +1) in a non-equilibrium geometry from the OMol25 dataset. Energies are from ωB97M-V/def2-TZVPD.

Net charge ... +1
E_tot ... -7792.844 eV
Multiplicity ... 1
SMILES ... [NH3+][C@H]1[C@H]2[C@@]13C1=C[C@@]123
Highest occupied orbital energy (alpha / beta) ... -12.6067 / -12.6071 eV

XYZ file:
```
13
C6H6N | the OMol25 dataset | ωB97M-V/def2-TZVPD
N -0.697 -1.714 -0.877
C -0.245 -0.164 -0.824
C -0.737 0.561 0.354
C 0.927 0.537 -0.269
C 1.506 0.624 1.090
C 1.275 1.895 1.438
C 0.262 1.667 0.366
H 0.138 -2.311 -0.865
H -1.078 -1.853 -1.814
H -1.436 -2.091 -0.303
H -0.474 0.242 -1.801
H -0.906 0.023 1.305
H 1.464 2.585 2.201
```

natural (NBO) population analysis, charges in e, atoms 1 to 5:
1. N -0.693
2. C -0.067
3. C -0.136
4. C -0.026
5. C 0.032

---

Entry 3:
Here is 9 unconnected molecules or ions with the total composition C56H101F15N4O14 in a non-equilibrium geometry from the OMol25 dataset. Energies are from ωB97M-V/def2-TZVPD.

Net charge ... 0
E_tot ... -135091.906 eV
Multiplicity ... 1
SMILES ... CC1(C)CCCC(C)(C)N1O.CC1(C)CCCC(C)(C)N1O.CC1(C)CCCC(C)(C)N1O.CC1(C)CCCC(C)(C)N1O.CCOC(=O)C(F)(F)F.CCOC(=O)C(F)(F)F.CCOC(=O)C(F)(F)F.CCOC(=O)C(F)(F)F.CCOC(=O)C(F)(F)F
Highest occupied orbital energy ... -8.7678 eV

XYZ file:
```
190
C56H101F15N4O14 | the OMol25 dataset | ωB97M-V/def2-TZVPD
C -4.474 4.319 4.948
C -3.066 3.893 4.507
C -2.516 2.922 5.518
C -3.147 3.159 3.145
C -3.193 4.133 2.037
C -2.135 5.150 2.075
C -2.218 6.046 3.307
C -1.009 6.973 3.496
C -3.453 6.948 3.224
N -2.059 4.975 4.331
O -1.991 5.595 5.628
H -4.952 5.143 4.456
H -5.125 3.454 4.906
H -4.430 4.638 6.050
H -1.506 2.583 5.169
H -2.436 3.394 6.494
H -3.178 2.048 5.650
H -2.183 2.597 3.156
H -3.934 2.371 3.047
H -2.973 3.495 1.143
H -4.205 4.491 1.859
H -1.980 5.715 1.196
H -1.149 4.608 2.044
H -0.074 6.382 3.650
H -1.156 7.698 4.260
H -0.783 7.486 2.471
H -4.350 6.309 3.007
H -3.248 7.700 2.457
H -3.571 7.506 4.161
H -1.067 5.661 5.923
C 6.235 -9.423 0.208
C 6.095 -7.916 0.108
C 6.568 -7.449 1.501
C 7.009 -7.503 -1.023
C 6.770 -6.087 -1.446
C 5.291 -5.898 -1.851
C 4.445 -6.126 -0.587
C 4.627 -5.128 0.482
C 3.006 -6.212 -0.985
N 4.711 -7.599 -0.202
O 3.884 -7.875 0.934
H 7.263 -9.700 0.012
H 5.828 -9.740 1.142
H 5.569 -9.833 -0.525
H 6.532 -6.390 1.451
H 5.867 -7.783 2.272
H 7.587 -7.815 1.754
H 8.027 -7.825 -0.694
H 6.706 -8.125 -1.838
H 7.088 -5.312 -0.773
H 7.331 -5.731 -2.360
H 4.994 -6.639 -2.544
H 5.110 -4.862 -2.161
H 3.920 -4.278 0.259
H 5.662 -4.749 0.504
H 4.432 -5.634 1.433
H 2.994 -6.901 -1.789
H 2.593 -5.283 -1.453
H 2.270 -6.416 -0.166
H 3.297 -8.508 0.502
C 1.051 2.263 3.093
C 2.066 3.104 2.282
C 2.239 4.496 2.983
C 3.338 2.243 2.323
C 4.402 2.617 1.322
C 3.870 2.577 -0.066
C 2.664 3.511 -0.185
C 3.096 4.996 -0.187
C 2.042 3.260 -1.529
N 1.672 3.069 0.890
O 0.534 3.846 0.700
H 0.139 2.839 3.376
H 0.697 1.350 2.690
H 1.528 2.095 4.051
H 2.310 4.370 4.069
H 3.175 5.054 2.647
H 1.341 5.111 2.891
H 3.759 2.311 3.293
H 3.125 1.226 2.107
H 4.737 3.655 1.605
H 5.319 2.082 1.528
H 3.558 1.574 -0.369
H 4.672 2.889 -0.678
H 2.218 5.593 -0.330
H 3.603 5.264 -1.116
H 3.746 5.251 0.630
H 1.797 2.205 -1.596
H 2.699 3.448 -2.364
H 1.135 3.813 -1.541
H 0.850 4.730 1.014
C -1.017 6.495 -2.210
C -2.357 5.859 -2.714
C -3.536 6.093 -1.710
C -2.727 6.416 -4.091
C -3.735 5.556 -4.814
C -3.254 4.180 -4.884
C -2.969 3.529 -3.576
C -4.327 3.314 -2.713
C -2.352 2.191 -3.786
N -1.954 4.360 -2.911
O -1.857 3.867 -1.554
H -1.023 7.540 -2.501
H -0.934 6.472 -1.117
H -0.202 5.980 -2.669
H -4.597 6.101 -2.034
H -3.407 5.419 -0.911
H -3.336 7.137 -1.288
H -3.189 7.434 -3.907
H -1.808 6.509 -4.672
H -4.623 5.788 -4.254
H -3.781 5.915 -5.862
H -2.396 4.179 -5.564
H -4.070 3.605 -5.389
H -4.773 2.342 -2.932
H -5.000 4.013 -3.080
H -4.185 3.374 -1.632
H -2.227 1.702 -2.789
H -1.331 2.316 -4.207
H -2.908 1.457 -4.406
H -0.911 3.894 -1.422
C 5.444 -1.414 -2.002
C 5.045 -0.464 -3.125
O 3.698 -0.621 -3.595
C 3.285 0.124 -4.555
O 3.836 1.097 -5.060
C 1.851 -0.408 -5.025
F 2.018 -1.680 -5.381
F 0.910 -0.246 -4.102
F 1.354 0.137 -6.130
H 6.533 -1.210 -1.842
H 5.451 -2.459 -2.261
H 4.930 -1.109 -1.071
H 5.671 -0.658 -3.965
H 5.184 0.575 -2.822
C -6.526 -0.168 1.915
C -6.117 -1.471 2.533
O -4.919 -1.283 3.443
C -3.828 -1.564 2.740
O -3.776 -2.038 1.636
C -2.575 -1.398 3.600
F -2.638 -0.166 4.190
F -2.545 -2.369 4.552
F -1.431 -1.469 2.915
H -7.365 -0.284 1.229
H -5.699 0.324 1.331
H -6.875 0.596 2.642
H -6.017 -2.250 1.840
H -6.886 -1.827 3.198
C -1.852 0.999 0.251
C -0.556 0.742 -0.537
O -0.256 -0.683 -0.619
C 0.925 -1.061 -0.894
O 1.956 -0.429 -1.051
C 0.971 -2.583 -1.138
F -0.256 -3.064 -1.470
F 1.796 -3.022 -2.045
F 1.279 -3.115 0.091
H -2.335 1.917 -0.141
H -1.730 1.027 1.329
H -2.608 0.212 0.059
H 0.279 1.206 -0.067
H -0.554 1.172 -1.574
C -4.361 -0.519 -2.416
C -3.546 -1.623 -1.662
O -3.280 -2.651 -2.688
C -2.368 -2.393 -3.580
O -1.846 -1.327 -3.748
C -2.218 -3.630 -4.426
F -1.058 -3.667 -4.974
F -2.317 -4.789 -3.691
F -3.205 -3.650 -5.353
H -4.537 0.267 -1.710
H -5.336 -0.969 -2.823
H -3.723 -0.274 -3.249
H -3.976 -2.243 -0.852
H -2.549 -1.285 -1.318
C -1.781 -6.994 0.461
C -1.094 -7.438 1.729
O -0.387 -8.741 1.448
C -0.924 -9.771 2.083
O -1.941 -9.791 2.742
C -0.097 -11.106 1.764
F 1.068 -11.134 2.493
F -0.720 -12.221 2.114
F 0.204 -11.140 0.481
H -1.008 -6.688 -0.330
H -2.369 -6.080 0.648
H -2.319 -7.814 -0.011
H -1.850 -7.669 2.458
H -0.276 -6.811 1.973
```

Mulliken population analysis, charges in e, atoms 1 to 5:
1. C -1.657
2. C 1.204
3. C -1.690
4. C 0.138
5. C 0.117

---

Entry 4:
Here is C17H25NO10 in the gas phase in a non-equilibrium geometry from the OMol25 dataset. Energies are from ωB97M-V/def2-TZVPD.

Net charge ... 0
E_tot ... -39997.957 eV
Multiplicity ... 1
SMILES ... CCOC(=O)C[C@@H]1[C@H]2[C@H](C(=O)OCC)[C@@H](C(=O)OC)ON2O[C@H]1C(=O)OCC
Highest occupied orbital energy ... -9.2488 eV

XYZ file:
```
53
C17H25NO10 | the OMol25 dataset | ωB97M-V/def2-TZVPD
C 3.437 1.691 2.397
C 4.306 0.744 1.582
O 3.570 0.068 0.554
C 3.296 0.762 -0.552
O 3.609 1.908 -0.729
C 2.533 -0.079 -1.559
C 1.038 -0.055 -1.234
C 0.702 -0.828 0.066
C 0.111 0.015 1.187
C 0.321 -0.621 2.556
O 0.720 -0.009 3.514
O 0.012 -1.906 2.548
C 0.104 -2.621 3.783
C -1.165 -2.455 4.606
C -1.388 0.020 0.829
C -1.905 1.320 0.178
O -3.030 1.426 -0.227
O -1.000 2.287 0.164
C -1.395 3.512 -0.454
O -1.605 -1.059 -0.051
N -0.365 -1.768 -0.294
O -0.245 -1.997 -1.634
C 0.184 -0.796 -2.278
C -1.027 0.038 -2.732
O -1.107 1.230 -2.563
O -1.901 -0.721 -3.351
C -3.133 -0.128 -3.783
C -4.223 -0.344 -2.746
H 2.618 1.157 2.872
H 3.035 2.471 1.755
H 4.046 2.155 3.167
H 4.708 -0.057 2.205
H 5.124 1.298 1.111
H 2.696 0.359 -2.545
H 2.906 -1.104 -1.540
H 0.702 0.984 -1.174
H 1.559 -1.417 0.401
H 0.522 1.024 1.215
H 0.973 -2.256 4.341
H 0.252 -3.662 3.493
H -1.285 -1.415 4.901
H -2.030 -2.762 4.023
H -1.103 -3.068 5.500
H -2.016 -0.143 1.719
H -1.510 3.348 -1.526
H -2.340 3.857 -0.033
H -0.595 4.220 -0.254
H 0.739 -1.107 -3.167
H -3.373 -0.631 -4.723
H -2.969 0.940 -3.960
H -3.977 0.183 -1.827
H -4.321 -1.403 -2.527
H -5.167 0.034 -3.130
```

natural (NBO) population analysis, charges in e, atoms 1 to 5:
1. C -0.652
2. C -0.074
3. O -0.520
4. C 0.799
5. O -0.594

---

Entry 5:
Here is C5H8O in the gas phase from the OMol25 dataset. Energies are from ωB97M-V/def2-TZVPD.

Net charge ... 0
E_tot ... -7360.225 eV
Multiplicity ... 1
SMILES ... C#C[C@@H](C)CO
Highest occupied orbital energy ... -10.0790 eV

XYZ file:
```
14
C5H8O | the OMol25 dataset | ωB97M-V/def2-TZVPD
C -1.086 2.164 -0.440
C -0.509 1.104 -0.468
C 0.160 -0.205 -0.440
C 1.671 -0.063 -0.239
C -0.461 -1.061 0.677
O -1.848 -1.232 0.522
H -1.572 3.114 -0.431
H -0.042 -0.712 -1.394
H 1.884 0.432 0.715
H 2.123 0.529 -1.039
H 2.142 -1.052 -0.230
H -0.017 -2.061 0.648
H -0.209 -0.607 1.650
H -2.236 -0.348 0.469
```

natural (NBO) population analysis, charges in e, atoms 1 to 5:
1. C -0.264
2. C 0.001
3. C -0.332
4. C -0.592
5. C -0.038

---

Entry 6:
Here is a gas-phase ion, C2H6N5 (charge +1) in a non-equilibrium geometry from the OMol25 dataset. Energies are from ωB97M-V/def2-TZVPD.

Net charge ... +1
E_tot ... -9609.258 eV
Multiplicity ... 1
SMILES ... N[N+]1(N)C=CN=N1
Highest occupied orbital energy ... -15.7628 eV

XYZ file:
```
13
C2H6N5 | the OMol25 dataset | ωB97M-V/def2-TZVPD
N 0.524 1.126 1.015
N -0.102 0.395 0.070
N 0.884 0.018 -1.205
C -0.740 -0.816 0.518
C -2.050 -0.672 0.188
N -2.236 0.608 -0.267
N -1.261 1.256 -0.461
H 0.730 2.096 0.648
H 1.216 0.593 1.392
H 0.332 -0.160 -2.050
H 1.212 -0.911 -0.919
H -0.120 -1.692 0.564
H -2.867 -1.298 0.533
```

natural (NBO) population analysis, charges in e, atoms 1 to 5:
1. N -0.582
2. N 0.069
3. N -0.588
4. C -0.013
5. C -0.046

---

Q: E_tot of number 6 (C2H6N5)?
A: -9609.258 eV

---

Q: What is the net charge in the third record?
A: 0